A single C4H7NO3 molecule in a non-equilibrium geometry, computed with ωB97M-V with the def2-TZVPD basis set.

Geometry (Å):
C  -1.171  -0.721  0.653
C  1.461  0.041  -0.147
C  -0.677  1.473  0.119
C  0.152  0.582  0.700
O  1.001  -0.299  -1.445
O  1.858  -1.155  0.508
O  -1.541  -1.040  -0.616
N  -1.472  2.146  -0.485
H  1.737  -0.638  -1.968
H  2.767  -1.033  0.797
H  -0.737  -1.115  -1.166
H  -1.187  2.922  -1.080
H  -0.516  -1.456  1.129
H  -2.037  -0.441  1.248
H  0.362  0.733  1.752

## Properties
- energy relative to the best compared isomer or geometry (same formula, charge and spin) (kJ/mol) = 663.7
- HOMO level (alpha / beta) (eV) = -6.146 / -6.145
- frontier orbital gap (alpha / beta) (Eh) = 0.23474 / 0.23468
- LUMO level (alpha / beta) (eV) = 0.242 / 0.241

Computed Löwdin charges, given in elementary charges: atom 1 (C): -0.12, atom 2 (C): -0.39, atom 3 (C): -0.12, atom 4 (C): -0.13, atom 5 (O): -0.09, atom 6 (O): -0.09, atom 7 (O): -0.03, atom 8 (N): 0.24, atom 9 (H): 0.10, atom 10 (H): 0.07, atom 11 (H): 0.09, atom 12 (H): 0.11, atom 13 (H): 0.11, atom 14 (H): 0.12, atom 15 (H): 0.14